The following is a DFT calculation (ωB97M-V/def2-TZVPD) of 12 unconnected molecules or ions with the total composition C48H84N12 at a distorted geometry.

CARTESIAN COORDINATES (ANGSTROEM)
C (-1.3080, 2.5741, -0.0224)
C (-0.6773, 1.4506, 0.8018)
C (-0.0174, 0.4774, -0.2069)
C (0.9624, -0.3837, 0.4492)
N (1.6773, -1.1052, 0.9963)
H (-2.0086, 3.1449, 0.5874)
H (-1.8111, 2.1759, -0.9051)
H (-0.4958, 3.2443, -0.3040)
H (-1.4492, 0.8874, 1.3251)
H (0.0823, 1.8319, 1.4773)
H (0.4303, 1.0431, -1.0305)
H (-0.7502, -0.1756, -0.6868)
C (-5.7242, -2.0833, -1.5893)
C (-6.1430, -2.5491, -0.1982)
C (-4.9782, -3.1215, 0.6235)
C (-4.0195, -2.0620, 0.9438)
N (-3.3064, -1.2154, 1.2124)
H (-6.5953, -1.8860, -2.2068)
H (-5.0221, -2.7725, -2.0607)
H (-5.1308, -1.1706, -1.4632)
H (-6.8670, -3.3689, -0.2903)
H (-6.7046, -1.7921, 0.3516)
H (-4.4729, -3.8880, 0.0341)
H (-5.3484, -3.5839, 1.5371)
C (1.8770, -0.6646, 4.4906)
C (2.3852, 0.0215, 5.7374)
C (2.8211, -0.9510, 6.8286)
C (1.7997, -1.9607, 7.1069)
N (0.9643, -2.7203, 7.3210)
H (2.5206, -1.4587, 4.0946)
H (1.6573, -0.0385, 3.6325)
H (0.9579, -1.2068, 4.7388)
H (1.6713, 0.7526, 6.1254)
H (3.2504, 0.6505, 5.4931)
H (3.0837, -0.4261, 7.7462)
H (3.7054, -1.5152, 6.5180)
C (1.3028, -2.9433, -6.8054)
C (0.2255, -2.6148, -5.7875)
C (0.8855, -2.1224, -4.4874)
C (-0.0225, -2.0732, -3.3361)
N (-0.6978, -2.0424, -2.4032)
H (1.8274, -2.0349, -7.1383)
H (0.8658, -3.3298, -7.7260)
H (2.0979, -3.5842, -6.4269)
H (-0.2593, -3.5610, -5.5477)
H (-0.4481, -1.8507, -6.1621)
H (1.3193, -1.1220, -4.5576)
H (1.6891, -2.8104, -4.2078)
C (4.6372, -3.0853, 1.1823)
C (4.9198, -4.3548, 0.3876)
C (6.3446, -4.8880, 0.6363)
C (6.5544, -5.2313, 2.0545)
N (6.7715, -5.4914, 3.1430)
H (4.4438, -3.3959, 2.2160)
H (3.7286, -2.5481, 0.9173)
H (5.5153, -2.4352, 1.1916)
H (4.9003, -4.0750, -0.6688)
H (4.2649, -5.1916, 0.6221)
H (7.0908, -4.1080, 0.4462)
H (6.6177, -5.7573, 0.0412)
C (0.0403, 4.2119, -3.2217)
C (0.8861, 5.4946, -3.1461)
C (2.2695, 5.2334, -2.5199)
C (2.1646, 5.1810, -1.0651)
N (2.0570, 5.2410, 0.0722)
H (-0.7848, 4.4888, -3.8865)
H (-0.2954, 3.8868, -2.2424)
H (0.5693, 3.4453, -3.7892)
H (0.4125, 6.3062, -2.6011)
H (1.0877, 5.8260, -4.1658)
H (2.9440, 6.0705, -2.7270)
H (2.7410, 4.3417, -2.9273)
C (-1.9193, -0.5132, 4.6290)
C (-3.2242, -1.2078, 4.9784)
C (-4.1388, -0.4104, 5.8997)
C (-3.5926, -0.2835, 7.2473)
N (-3.2234, -0.1979, 8.3322)
H (-1.2758, -1.2592, 4.1497)
H (-1.3931, -0.1601, 5.5144)
H (-1.9996, 0.2091, 3.8139)
H (-2.9590, -2.1450, 5.4732)
H (-3.7343, -1.4505, 4.0447)
H (-5.1478, -0.8048, 5.9855)
H (-4.1839, 0.6240, 5.5399)
C (3.4891, 6.1031, 5.6628)
C (3.6075, 6.8067, 4.3150)
C (3.6161, 5.8675, 3.0950)
C (2.7369, 4.7097, 3.2356)
N (2.0278, 3.8222, 3.3055)
H (2.4681, 5.7610, 5.8162)
H (3.7865, 6.7637, 6.4762)
H (4.1563, 5.2388, 5.7090)
H (4.4480, 7.4986, 4.2565)
H (2.7406, 7.4658, 4.1875)
H (4.6123, 5.4446, 2.9456)
H (3.2515, 6.4072, 2.2225)
C (3.3628, 1.1171, -3.0143)
C (3.7376, 0.8981, -1.5614)
C (4.5704, -0.3491, -1.3416)
C (4.0062, -1.5596, -1.9404)
N (3.5812, -2.5098, -2.4242)
H (4.2580, 1.2495, -3.6315)
H (2.6941, 1.9641, -3.1455)
H (2.9065, 0.2138, -3.4259)
H (2.8205, 0.8727, -0.9673)
H (4.3138, 1.7374, -1.1667)
H (4.8067, -0.5200, -0.2926)
H (5.5345, -0.2086, -1.8482)
C (-5.3715, 2.0886, -1.7054)
C (-5.1897, 3.1745, -0.6626)
C (-6.5072, 3.6246, -0.0583)
C (-7.3822, 4.3369, -0.9837)
N (-8.1181, 4.8723, -1.6783)
H (-6.0036, 2.4334, -2.5285)
H (-5.7438, 1.1325, -1.3414)
H (-4.4001, 1.8806, -2.1633)
H (-4.6228, 4.0321, -1.0308)
H (-4.5562, 2.8055, 0.1500)
H (-6.3696, 4.2520, 0.8247)
H (-7.0495, 2.7424, 0.2934)
C (1.4145, -6.3711, -1.1963)
C (0.4332, -5.1940, -1.1273)
C (0.8203, -4.0797, -0.1647)
C (1.3276, -4.5854, 1.1151)
N (1.7488, -5.0098, 2.0935)
H (1.2650, -7.0984, -0.3919)
H (2.4631, -6.0809, -1.1053)
H (1.2558, -6.9146, -2.1283)
H (-0.5721, -5.5433, -0.8858)
H (0.3965, -4.7808, -2.1383)
H (0.0004, -3.3845, 0.0096)
H (1.6627, -3.4554, -0.4871)
C (-3.1666, -0.1611, -3.5933)
C (-2.6402, 0.7892, -4.6512)
C (-3.3574, 0.6704, -6.0018)
C (-3.2449, -0.6853, -6.5353)
N (-3.1953, -1.7524, -6.9348)
H (-2.7004, 0.0211, -2.6273)
H (-3.1399, -1.1755, -3.9809)
H (-4.2114, 0.1008, -3.3919)
H (-1.5521, 0.7352, -4.7671)
H (-2.7441, 1.8115, -4.2629)
H (-2.9640, 1.3965, -6.7155)
H (-4.4088, 0.9460, -5.8942)

Atoms 1-3, force components in eV/Å:
C 0.33 0.08 0.77
C -0.29 -0.50 -1.07
C -0.10 0.10 0.25

Properties
* HOMO energy: -10.83 eV
* E_LUMO: -0.0012 Eh
* DFT total energy: -2536.33048 hartree
* energy above the lowest of the compared OMol25 structures with the same formula, charge and spin: 33.9 kcal per mole

Atomic partial charges in e from the Löwdin method, atoms 1 to 2: -0.103, -0.223